*one*
A cluster of 2 separate species, CH4FNO in total, computed with wB97M-V/def2-TZVPD.

Positions of all 8 atoms, in Å:
C -1.81 0.50 0.47
O -2.33 -0.53 0.82
H -1.66 0.61 -0.70
H -1.48 1.36 1.13
N 1.57 -0.63 -0.63
F 1.44 0.62 -0.07
H 1.86 -1.20 0.19
H 2.41 -0.73 -1.21

The HOMO-LUMO gap is 10.892 eV. As for the HOMO energy: -9.90 eV. The SMILES is C=O.NF. For the LUMO energy, the calculation gives 0.99 eV.

*two*
A cluster of 2 separate species, CH4FNO in total, computed with wB97M-V/def2-TZVPD.

Positions of all 8 atoms, in Å:
C -1.16 0.50 0.21
N 1.57 0.14 0.16
O -1.33 -0.63 -0.42
F 1.31 -1.20 -0.17
H -0.70 0.37 1.25
H -1.38 1.45 -0.22
H 2.17 0.45 -0.57
H -0.47 -1.08 -0.24

The HOMO-LUMO gap (alpha / beta) is 10.908 / 6.514 eV. As for the HOMO energy (alpha / beta): -10.33 / -7.48 eV. For the LUMO energy (alpha / beta), the calculation gives 0.58 / -0.96 eV.

Most stable: *one* (next structure +243.2 kJ/mol)

*one*
The molecule C2HFN2O2, computed with wB97M-V/def2-TZVPD.

Positions of all 8 atoms, in Å:
N 1.61 1.58 -0.96
C 0.86 0.96 -0.39
C -0.05 0.20 0.51
F -1.18 0.91 0.66
N -0.46 -1.04 -0.27
O 0.14 -2.08 -0.09
O -1.41 -0.84 -0.97
H 0.48 0.31 1.50

The HOMO-LUMO gap is 11.690 eV. As for the HOMO energy: -12.41 eV. The SMILES is N#C[C@@H](F)[N+](=O)[O-]. For the LUMO energy, the calculation gives -0.72 eV.

*two*
The molecule C2HFN2O2, computed with wB97M-V/def2-TZVPD.

Positions of all 8 atoms, in Å:
O 0.19 2.29 -0.01
C 0.76 1.24 0.01
N 0.27 -0.03 0.03
N 1.10 -1.07 0.05
C 2.55 -0.10 0.08
F 3.76 -0.53 -0.06
O 2.17 1.13 0.03
H -0.72 -0.20 -0.01

The HOMO-LUMO gap (alpha / beta) is 8.351 / 8.522 eV. As for the HOMO energy (alpha / beta): -8.28 / -8.38 eV. The SMILES is O=c1[nH]nc(F)o1. For the LUMO energy (alpha / beta), the calculation gives 0.07 / 0.15 eV.

Most stable: *two* (next structure +76.6 kJ/mol)

*one*
The ion C5H11N2O with charge +1, computed with wB97M-V/def2-TZVPD.

Positions of all 19 atoms, in Å:
C 2.51 -0.94 0.17
C 1.49 -0.19 0.04
N 0.62 0.69 -0.22
C 0.42 1.87 0.59
C -0.44 0.32 -1.13
C -1.41 -0.64 -0.34
N -0.60 -1.56 0.41
O -2.19 0.11 0.55
H 2.50 -1.83 0.78
H 3.44 -0.73 -0.33
H 1.24 1.98 1.30
H 0.38 2.75 -0.06
H -0.52 1.79 1.13
H -0.02 -0.24 -1.97
H -0.96 1.20 -1.48
H -2.03 -1.15 -1.08
H -0.71 -2.52 0.14
H -0.81 -1.47 1.40
H -2.90 0.57 0.09

The HOMO-LUMO gap is 10.705 eV. As for the HOMO energy: -14.22 eV. The net charge is +1. The SMILES is C=C=[N+](C)C[C@@H](N)O. For the LUMO energy, the calculation gives -3.51 eV.

*two*
The ion C5H11N2O with charge +1, computed with wB97M-V/def2-TZVPD.

Positions of all 19 atoms, in Å:
C -0.12 -0.68 -2.42
N 0.65 -0.80 -1.45
C 0.31 0.11 -0.25
N 1.27 -0.41 0.81
C 1.80 0.55 1.83
C -1.14 -0.28 0.15
C -2.24 0.52 -0.18
O -1.09 -1.08 1.06
H 0.11 -1.32 -3.40
H -0.92 -0.03 -2.57
H 0.64 1.18 -0.38
H 0.72 -1.15 1.35
H 1.87 -1.13 0.20
H 2.20 1.25 1.12
H 1.09 1.07 2.51
H 2.71 0.12 2.48
H -2.69 0.83 0.73
H -3.06 -0.06 -0.66
H -2.09 1.32 -0.92

The HOMO-LUMO gap is 10.871 eV. As for the HOMO energy: -14.45 eV. The net charge is +1. The SMILES is C=N[C@H]([NH2+]C)C(C)=O. For the LUMO energy, the calculation gives -3.58 eV.

Most stable: *one* (next structure +98.8 kJ/mol)

*one*
The ion C5H11N2O with charge +1, computed with wB97M-V/def2-TZVPD.

Positions of all 19 atoms, in Å:
H 3.08 1.03 1.48
N 2.23 0.57 1.23
C 2.36 -0.15 0.21
O 3.42 -0.27 -0.61
C 1.21 -1.12 -0.17
C -0.11 -0.98 0.35
N -0.93 -0.04 0.10
C -0.58 1.17 -0.64
C -2.32 -0.07 0.41
H 4.13 0.46 -0.38
H 1.71 -2.11 -0.11
H 1.16 -1.00 -1.25
H -0.32 -1.74 1.02
H 0.48 1.09 -0.72
H -1.21 1.23 -1.57
H -0.76 2.18 -0.07
H -2.53 0.68 1.24
H -2.84 0.21 -0.51
H -2.76 -1.06 0.60

The HOMO-LUMO gap is 9.786 eV. As for the HOMO energy: -14.40 eV. The net charge is +1. The SMILES is [H]/N=C(\O)CC=[N+](C)C. For the LUMO energy, the calculation gives -4.61 eV.

*two*
The ion C5H11N2O with charge +1, computed with wB97M-V/def2-TZVPD.

Positions of all 19 atoms, in Å:
C -0.65 1.82 0.26
C -0.73 0.42 0.91
C 0.05 -0.70 0.24
N -0.96 -0.86 -0.92
C 1.54 -0.89 -0.02
C 1.85 -2.29 0.61
N 0.82 -2.83 1.07
O -0.26 -2.19 0.94
H 0.43 1.96 0.01
H -0.83 2.71 0.81
H -1.40 1.82 -0.50
H -1.72 0.06 1.03
H -0.35 0.39 1.93
H -1.69 -1.40 -0.54
H -0.60 -1.38 -1.71
H -1.54 0.02 -1.18
H 2.14 -0.19 0.38
H 1.85 -0.84 -1.02
H 2.85 -2.66 0.51

The HOMO-LUMO gap is 10.377 eV. As for the HOMO energy: -13.92 eV. The net charge is +1. The SMILES is CC[C@@]1([NH3+])CC=NO1. For the LUMO energy, the calculation gives -3.55 eV.

Most stable: *one* (next structure +230.1 kJ/mol)

*one*
A cluster of 2 separate species, C5H11N2O in total, computed with wB97M-V/def2-TZVPD.

Positions of all 19 atoms, in Å:
C 0.42 2.27 0.12
C 3.56 -1.35 0.31
C -0.48 1.29 0.08
C -2.54 -1.76 -0.22
C -2.10 -0.38 -0.77
N 1.80 2.41 0.16
N -1.39 0.42 0.30
O 2.62 -0.57 0.38
H -0.07 3.16 -0.13
H 4.62 -1.04 0.47
H 3.32 -2.48 0.39
H -1.62 -2.43 -0.04
H -3.20 -1.86 0.65
H -3.00 -2.17 -1.09
H -3.06 0.08 -0.99
H -1.46 -0.58 -1.58
H 2.20 3.27 0.31
H -1.96 0.25 1.24
H 2.33 1.49 0.40

The HOMO-LUMO gap is 9.536 eV. As for the HOMO energy: -13.30 eV. The net charge is +1. For the LUMO energy, the calculation gives -3.77 eV.

*two*
A cluster of 2 separate species, C5H11N2O in total, computed with wB97M-V/def2-TZVPD.

Positions of all 19 atoms, in Å:
C 2.44 1.58 -0.37
C 1.77 1.70 0.99
C 1.56 1.38 -1.61
C -1.73 -2.28 0.60
C -3.06 -2.45 0.00
N 0.70 1.07 1.34
N 0.42 0.88 -1.35
O -1.21 -1.15 0.72
H 2.94 2.59 -0.52
H 3.25 0.89 -0.45
H -1.28 -3.28 0.86
H 2.42 2.12 1.79
H 1.85 1.74 -2.56
H -3.86 -2.85 0.75
H -2.88 -2.98 -0.86
H -3.46 -1.38 -0.29
H 0.28 1.26 2.32
H -0.21 0.83 -2.20
H 0.06 0.35 0.85

The HOMO-LUMO gap is 9.017 eV. As for the HOMO energy: -13.49 eV. The net charge is +1. For the LUMO energy, the calculation gives -4.47 eV.

Most stable: *two* (next structure +112.1 kJ/mol)

*one*
A cluster of 2 separate species, CH3O2S2 in total, computed with wB97M-V/def2-TZVPD.

Positions of all 8 atoms, in Å:
C 0.05 0.08 -0.30
O 1.72 -1.93 -0.45
O 0.85 -1.32 1.84
S -1.41 -0.34 0.61
S 1.58 -0.88 0.57
H -0.14 -0.30 -1.31
H 0.20 1.52 -0.37
H -0.78 -1.04 1.58

The HOMO-LUMO gap is 7.615 eV. As for the HOMO energy: -3.89 eV. The net charge is -1. For the LUMO energy, the calculation gives 3.72 eV.

*two*
A cluster of 2 separate species, CH3O2S2 in total, computed with wB97M-V/def2-TZVPD.

Positions of all 8 atoms, in Å:
C 1.75 -0.20 -0.16
O -1.31 1.18 -0.97
O -1.73 0.77 1.40
S -2.07 -1.61 -0.10
S -1.25 0.27 0.13
H 1.70 0.93 0.17
H 1.64 -0.89 0.67
H 1.27 -0.44 -1.14

The HOMO-LUMO gap (alpha / beta) is 7.324 / 6.857 eV. As for the HOMO energy (alpha / beta): -4.08 / -3.58 eV. The net charge is -1. For the LUMO energy (alpha / beta), the calculation gives 3.25 / 3.28 eV.

*three*
A cluster of 2 separate species, CH3O2S2 in total, computed with wB97M-V/def2-TZVPD.

Positions of all 8 atoms, in Å:
C 1.21 0.52 -0.43
O -2.41 -0.35 -0.55
O -1.80 -1.94 1.30
S 1.90 1.45 0.94
S -1.79 -0.54 0.78
H 0.35 -0.19 0.01
H 2.07 0.09 -1.02
H 0.47 0.97 -1.03

The HOMO-LUMO gap (alpha / beta) is 4.710 / 4.710 eV. As for the HOMO energy (alpha / beta): -2.64 / -2.64 eV. The net charge is -1. For the LUMO energy (alpha / beta), the calculation gives 2.07 / 2.07 eV.

Most stable: *three* (next structure +9.2 kJ/mol)

*one*
The molecule C17H23NO2, computed with wB97M-V/def2-TZVPD.

Positions of all 43 atoms, in Å:
C -0.38 3.22 4.56
C -0.76 2.13 3.60
C 0.32 1.08 3.94
N 0.30 -0.05 2.93
C -0.75 -1.02 2.91
C -0.16 -2.42 2.56
O 0.40 -2.38 1.27
C 1.36 -1.35 1.01
C 1.72 -1.41 -0.49
O 0.68 -0.59 -1.24
C 0.58 -0.66 -2.59
C 1.62 -1.30 -3.49
C 1.58 -1.34 -4.92
C 0.37 -0.70 -5.42
C -0.63 -0.08 -4.62
C -0.51 0.03 -3.27
C -1.64 0.60 -2.62
C -2.53 0.98 -3.60
C -1.84 0.66 -5.01
C 0.89 0.01 1.51
H -0.48 2.77 5.57
H 0.65 3.50 4.49
H -1.09 4.10 4.72
H -0.62 2.41 2.53
H -1.84 1.78 3.67
H 0.24 0.69 4.97
H 1.33 1.39 4.09
H -1.42 -0.71 2.12
H -1.14 -1.03 3.94
H -1.00 -3.16 2.53
H 0.48 -2.82 3.36
H 2.29 -1.55 1.64
H 1.79 -2.47 -0.84
H 2.64 -0.86 -0.73
H 2.34 -1.92 -3.00
H 2.29 -1.97 -5.50
H 0.34 -0.43 -6.51
H -1.78 0.87 -1.57
H -3.49 1.38 -3.54
H -1.52 1.57 -5.42
H -2.47 -0.03 -5.71
H 0.16 0.36 0.69
H 1.66 0.71 1.48

The HOMO-LUMO gap is 8.490 eV. As for the HOMO energy: -7.60 eV. The SMILES is CCCN1CCO[C@@H](COc2cccc3c2C=CC3)C1. For the LUMO energy, the calculation gives 0.89 eV.

*two*
The molecule C17H23NO2, computed with wB97M-V/def2-TZVPD.

Positions of all 43 atoms, in Å:
C 1.30 5.05 -0.74
C 1.08 4.67 -2.20
O 0.41 3.41 -2.31
C 1.17 2.31 -2.23
O 2.37 2.33 -2.09
C 0.34 1.06 -2.28
C -0.72 1.08 -3.38
C -1.58 -0.17 -3.29
C -2.19 -0.27 -1.88
N -1.20 -0.28 -0.83
C -0.48 -1.55 -0.68
C 0.02 -1.72 0.73
C -0.42 -2.67 1.55
C 0.02 -2.91 2.92
C -0.69 -3.82 3.70
C -0.32 -4.07 5.01
C 0.77 -3.43 5.56
C 1.50 -2.53 4.79
C 1.12 -2.27 3.49
C -0.36 0.89 -0.90
H 1.75 6.04 -0.68
H 1.97 4.33 -0.27
H 0.36 5.06 -0.20
H 0.42 5.39 -2.69
H 2.04 4.61 -2.72
H 1.03 0.22 -2.44
H -0.24 1.14 -4.36
H -1.34 1.97 -3.26
H -0.98 -1.06 -3.49
H -2.38 -0.14 -4.03
H -2.80 -1.17 -1.79
H -2.83 0.59 -1.71
H -1.18 -2.35 -0.91
H 0.38 -1.63 -1.37
H 0.77 -1.01 1.05
H -1.19 -3.35 1.20
H -1.55 -4.32 3.28
H -0.89 -4.78 5.60
H 1.07 -3.63 6.58
H 2.36 -2.04 5.21
H 1.71 -1.58 2.90
H 0.39 0.84 -0.11
H -0.99 1.76 -0.73

The HOMO-LUMO gap is 9.213 eV. As for the HOMO energy: -8.33 eV. The SMILES is CCOC(=O)[C@@H]1CCCN(C/C=C/c2ccccc2)C1. For the LUMO energy, the calculation gives 0.88 eV.

Most stable: *two* (next structure +417.2 kJ/mol)

*one*
A cluster of 2 separate species, C7H14N3O in total, computed with wB97M-V/def2-TZVPD.

Positions of all 25 atoms, in Å:
C -1.36 -0.60 1.45
C -0.47 -0.07 -1.26
C -2.28 -0.03 0.30
C -1.94 -0.54 -1.09
C 0.38 -0.28 -0.14
C 2.43 -1.57 0.24
C 0.22 2.82 0.28
N 0.00 -0.59 1.03
N -0.34 0.69 -2.29
N 1.79 -0.44 -0.47
O 0.98 2.01 -0.14
H -1.61 -1.55 1.94
H -3.26 -0.40 0.41
H -2.21 1.05 0.45
H -2.52 -0.14 -1.86
H -2.13 -1.67 -1.07
H 2.33 -1.54 1.32
H 2.04 -2.52 -0.08
H 3.55 -1.55 -0.09
H -1.38 0.14 2.27
H -0.36 2.55 1.18
H -0.01 3.66 -0.37
H 0.45 1.29 -2.51
H 1.96 -0.48 -1.56
H 2.21 0.42 0.00

The HOMO-LUMO gap is 9.151 eV. As for the HOMO energy: -13.21 eV. The net charge is +1. For the LUMO energy, the calculation gives -4.06 eV.

*two*
The ion C7H14N3O with charge +1, computed with wB97M-V/def2-TZVPD.

Positions of all 25 atoms, in Å:
C 0.20 -0.03 2.88
C -0.32 0.63 1.67
C -1.11 -0.10 0.75
O -1.51 -1.24 0.82
N -1.64 0.70 -0.45
C -1.24 0.24 -1.63
N -1.98 0.33 -2.73
N -0.01 -0.29 -1.67
C 0.77 -0.19 -0.43
C 1.66 1.02 -0.44
C 1.29 -1.49 0.05
H 1.24 0.22 3.07
H 0.06 -1.11 2.82
H -0.38 0.33 3.73
H -0.13 1.68 1.51
H -2.58 1.06 -0.35
H -2.91 0.72 -2.71
H -1.62 0.04 -3.63
H 0.25 -0.97 -2.36
H 2.40 0.89 -1.24
H 1.10 1.93 -0.66
H 2.19 1.12 0.50
H 1.97 -1.35 0.88
H 1.82 -2.02 -0.75
H 0.46 -2.13 0.36

The HOMO-LUMO gap is 7.737 eV. As for the HOMO energy: -12.35 eV. The net charge is +1. The SMILES is C/C=C(\[O-])NC(=[NH2+])[NH+]=C(C)C. For the LUMO energy, the calculation gives -4.62 eV.

*three*
The ion C7H14N3O with charge +1, computed with wB97M-V/def2-TZVPD.

Positions of all 25 atoms, in Å:
C -0.20 2.08 -0.96
O 1.05 1.51 -0.56
C 1.15 0.20 -0.23
C 2.64 -0.04 0.02
C 0.55 -0.81 -1.51
N -0.63 -1.33 -1.54
C -1.52 -1.10 -0.43
C -2.92 -1.48 -0.67
N -1.10 -0.72 0.70
N 0.24 -0.39 0.96
C 0.27 0.43 2.24
H -0.48 1.92 -1.98
H -0.13 3.15 -0.84
H -0.98 1.70 -0.26
H 3.08 0.77 -0.55
H 3.02 -1.07 -0.19
H 2.82 0.29 1.04
H 1.27 -0.89 -2.22
H -3.09 -2.27 0.08
H -2.87 -1.87 -1.63
H -3.59 -0.73 -0.38
H 0.63 -1.29 1.22
H 0.89 0.01 3.11
H 0.62 1.37 1.97
H -0.73 0.55 2.60

The HOMO-LUMO gap is 9.398 eV. As for the HOMO energy: -13.60 eV. The net charge is +1. The SMILES is CO[C@]1(C)C=NC(C)=N[N@@H+]1C. For the LUMO energy, the calculation gives -4.20 eV.

Most stable: *two* (next structure +176.9 kJ/mol)